#i
19
Properties=species:S:1:pos:R:3:mulliken_charge:R:1 method="wB97M-V/def2-TZVPD" homo_ha="-0.2845 / -0.2845" gap_ev="8.7 / 8.7"
C 0.01 -0.63 -1.68 -0.889
C -0.20 1.68 1.35 -0.871
C -1.95 0.24 0.45 -0.952
N 0.69 0.06 -0.59 0.126
N -0.54 0.47 0.63 0.057
N 1.02 -0.69 0.51 -0.355
N 2.49 -1.11 -0.66 -0.590
H 0.50 -1.58 0.52 0.265
H 2.66 -2.04 -0.27 0.206
H 3.14 -0.48 -0.18 0.238
H 0.74 -0.82 -2.46 0.320
H -0.43 -1.59 -1.39 0.324
H -0.78 0.01 -2.07 0.326
H -0.65 1.68 2.35 0.310
H 0.88 1.75 1.46 0.242
H -2.48 0.23 1.41 0.323
H -0.55 2.56 0.81 0.305
H -2.41 1.02 -0.18 0.311
H -2.14 -0.73 -0.02 0.304



#ii
19
Properties=species:S:1:pos:R:3:mulliken_charge:R:1 method="wB97M-V/def2-TZVPD" homo_ha=-0.3147 smiles="[H]/N=C(/C)N(C)N.N" gap_ev=9.2
C -0.92 1.44 -0.19 -1.063
N -0.28 0.35 0.54 0.530
N -1.40 -1.72 -1.16 -0.729
N -0.54 0.29 1.92 -0.845
H -1.21 -0.44 2.13 0.237
H 0.34 0.09 2.41 0.309
H -2.00 -1.33 -1.89 0.217
H -1.56 -1.56 -0.16 0.253
H -1.96 1.54 0.13 0.273
H -0.38 2.37 -0.03 0.339
H -0.95 1.22 -1.26 0.356
C 1.84 0.49 -0.77 -1.279
C 0.84 -0.35 0.03 0.400
N 1.41 -1.31 0.76 -0.690
H 0.71 -1.67 1.40 0.281
H -0.20 -1.49 -1.02 0.403
H 2.32 1.21 -0.11 0.287
H 1.34 1.04 -1.57 0.355
H 2.61 -0.17 -1.18 0.367



Relative calculated energies, zero for the most stable structure, unit kJ/mol: #i 379.1; #ii 0.0.



#i
52
Properties=species:S:1:pos:R:3:mulliken_charge:R:1 method="wB97M-V/def2-TZVPD" spin_multiplicity=4 homo_ha="-0.2768 / -0.2807" gap_ev="7.9 / 7.9" s2=3.763
V -0.16 -0.58 0.02 -0.012
O 0.32 -2.68 0.18 -0.656
C 0.24 -2.55 -1.08 0.318
O -0.68 -1.87 -1.61 -0.681
C 1.43 -2.91 -1.91 0.944
C 1.59 -4.11 -2.59 -0.558
C 2.73 -4.32 -3.35 -0.506
C 3.71 -3.34 -3.43 -0.795
C 3.54 -2.14 -2.75 0.001
C 2.41 -1.92 -1.99 -0.635
P 2.11 -0.36 -1.06 1.917
C 2.42 0.98 -2.24 0.749
C 3.71 1.38 -2.60 -0.257
C 3.89 2.38 -3.54 -0.829
C 2.78 2.99 -4.12 -0.453
C 1.50 2.61 -3.75 -0.712
C 1.32 1.60 -2.81 -0.532
C 3.49 -0.27 0.13 0.247
C 3.79 0.96 0.71 -0.345
C 4.76 1.05 1.70 -0.757
C 5.44 -0.09 2.11 -0.453
C 5.14 -1.32 1.54 -0.717
C 4.17 -1.41 0.55 -0.557
H 0.82 -4.87 -2.53 0.497
H 2.86 -5.26 -3.88 0.394
H 4.59 -3.50 -4.03 0.427
H 4.31 -1.37 -2.83 0.304
H 4.57 0.92 -2.13 0.370
H 4.89 2.69 -3.82 0.405
H 2.92 3.78 -4.85 0.391
H 0.64 3.09 -4.18 0.445
H 0.31 1.33 -2.51 0.227
H 3.26 1.85 0.39 0.500
H 4.99 2.01 2.14 0.413
H 6.20 -0.02 2.88 0.401
H 5.66 -2.21 1.86 0.415
H 3.94 -2.38 0.12 0.366
C -0.17 2.07 3.46 -1.524
C -0.49 1.34 2.20 0.508
N -0.19 0.09 2.05 0.070
O 0.57 -0.42 3.12 -0.475
C -1.11 2.00 1.07 0.337
C -1.81 3.31 1.13 -1.617
N -1.00 1.34 -0.08 0.654
O -1.48 1.84 -1.14 -0.823
H 0.83 1.80 3.80 0.415
H -0.87 1.78 4.25 0.327
H -0.24 3.15 3.32 0.384
H 0.64 -1.36 2.92 0.347
H -2.14 3.55 2.14 0.431
H -2.68 3.28 0.47 0.400
H -1.18 4.13 0.77 0.288



#ii
52
Properties=species:S:1:pos:R:3:mulliken_charge:R:1 method="wB97M-V/def2-TZVPD" spin_multiplicity=4 homo_ha="-0.2758 / -0.2976" gap_ev="8.1 / 8.4" s2=3.771
V -1.90 -0.33 0.62 -0.578
O -1.67 -2.49 1.08 -0.645
C -1.75 -2.31 -0.16 0.658
O -2.66 -1.62 -0.71 -0.631
C -0.65 -2.77 -1.10 0.412
C -0.66 -3.98 -1.77 -0.531
C 0.32 -4.22 -2.72 -0.565
C 1.29 -3.27 -3.00 -0.744
C 1.31 -2.07 -2.31 -0.142
C 0.34 -1.81 -1.35 -0.517
P 0.23 -0.29 -0.34 2.520
C 0.72 1.00 -1.53 0.370
C 2.03 1.43 -1.71 -0.205
C 2.32 2.37 -2.69 -0.712
C 1.30 2.88 -3.49 -0.461
C -0.01 2.45 -3.31 -0.714
C -0.30 1.51 -2.33 -0.633
C 1.65 -0.43 0.79 0.142
C 1.98 0.69 1.56 -0.124
C 3.02 0.62 2.48 -0.968
C 3.71 -0.57 2.66 -0.508
C 3.37 -1.69 1.91 -0.678
C 2.34 -1.63 0.98 -0.675
H -1.42 -4.72 -1.56 0.514
H 0.32 -5.16 -3.27 0.397
H 2.04 -3.46 -3.76 0.423
H 2.06 -1.32 -2.52 0.447
H 2.83 1.04 -1.09 0.404
H 3.34 2.71 -2.83 0.407
H 1.53 3.61 -4.25 0.387
H -0.80 2.84 -3.93 0.424
H -1.32 1.19 -2.16 0.239
H 1.44 1.61 1.41 0.692
H 3.28 1.50 3.06 0.414
H 4.52 -0.62 3.38 0.390
H 3.91 -2.61 2.05 0.413
H 2.08 -2.50 0.41 0.330
C -1.38 2.39 2.84 -1.368
C -2.16 1.23 2.31 1.144
N -1.97 0.00 2.66 -0.236
O -0.87 -0.21 3.47 -0.429
C -3.29 1.44 1.35 0.159
C -4.65 1.93 1.74 -1.487
N -2.90 1.18 0.13 0.500
O -3.54 1.45 -0.93 -0.755
H -0.32 2.14 2.92 0.323
H -1.74 2.64 3.84 0.372
H -1.51 3.26 2.19 0.367
H -0.81 -1.17 3.50 0.379
H -4.88 1.66 2.77 0.385
H -5.38 1.47 1.07 0.382
H -4.74 3.01 1.62 0.312



Relative calculated energies, zero for the most stable structure, unit kJ/mol: #i 0.0; #ii 171.4.



#i
15
Properties=species:S:1:pos:R:3:mulliken_charge:R:1 method="wB97M-V/def2-TZVPD" homo_ha=-0.3518 smiles="C1=NO[C@@H]2COC[C@@H]12" gap_ev=10.4
C -0.01 0.68 -1.43 -0.463
C 0.26 1.37 0.72 -0.500
C 0.36 -0.25 0.58 0.224
C 0.12 -1.64 1.18 -0.428
C -0.76 -0.21 -0.47 -0.151
H -0.66 0.94 -2.25 0.360
H 0.97 0.29 -1.79 0.214
H 1.09 1.80 1.40 0.286
H -0.48 1.84 1.26 0.367
H 1.26 -0.54 0.11 0.269
H 0.63 -2.25 2.06 0.290
H -1.68 -0.02 -0.05 0.374
N -0.52 -2.33 0.21 -0.249
O 0.46 1.87 -0.71 -0.355
O -1.05 -1.55 -0.81 -0.238



#ii
15
Properties=species:S:1:pos:R:3:mulliken_charge:R:1 method="wB97M-V/def2-TZVPD" homo_ha="-0.3136 / -0.3137" smiles="CC(=O)N1CCC1=O" gap_ev="8.2 / 8.2"
C -0.10 1.57 -0.59 0.220
C -1.12 -0.61 0.03 0.697
C 1.39 1.64 -0.41 -0.356
C 1.26 0.21 0.17 -0.662
C -1.14 -1.95 0.64 -1.052
N -0.17 0.22 -0.20 0.175
O -2.70 -0.16 -0.65 -0.607
O -0.91 2.35 -0.97 -0.453
H 2.00 1.59 -1.23 0.266
H 1.74 2.51 0.36 0.250
H 1.77 -0.46 -0.56 0.279
H 1.52 -0.01 1.22 0.322
H -0.63 -1.88 1.51 0.392
H -2.21 -2.28 0.81 0.276
H -0.71 -2.73 -0.12 0.252



#iii
15
Properties=species:S:1:pos:R:3:mulliken_charge:R:1 method="wB97M-V/def2-TZVPD" homo_ha=-0.2763 gap_ev=8.0
C 2.28 -0.15 0.16 -0.748
C -0.14 -0.44 -0.54 0.090
C -2.29 -0.82 0.00 -0.163
C -2.21 0.55 0.21 -0.784
C -0.80 0.74 -0.32 0.546
H 2.10 0.89 -0.27 0.191
H 3.46 -0.07 -0.03 0.296
H 2.16 0.01 1.31 0.288
H 1.33 -2.05 -0.45 0.269
H -2.92 -1.56 0.02 0.575
H -3.15 1.19 0.22 0.286
H 0.31 2.12 0.65 0.381
N 1.17 -0.91 -0.31 -0.246
O -1.08 -1.47 -0.22 -0.377
O -0.22 1.98 -0.44 -0.603



Relative calculated energies, zero for the most stable structure, unit kJ/mol: #i 51.7; #ii 12.8; #iii 0.0.



#i
15
Properties=species:S:1:pos:R:3:mulliken_charge:R:1 method="wB97M-V/def2-TZVPD" homo_ha=-0.3362 smiles="C#CCNCC(=O)O" gap_ev=9.8
C 1.55 0.22 -0.08 0.697
C 0.99 -1.12 0.25 -0.741
C -1.31 -0.98 -0.51 -0.716
C -2.08 0.25 -0.28 -0.335
C -2.68 1.29 -0.06 -0.002
H 1.68 2.06 0.56 0.363
H 1.51 -1.47 1.21 0.279
H 1.21 -1.57 -0.67 0.421
H -0.74 -0.67 1.46 0.303
H -0.93 -0.96 -1.42 0.464
H -2.20 -1.82 -0.33 0.239
H -3.34 2.12 0.13 0.413
N -0.44 -1.30 0.60 -0.373
O 1.06 1.17 0.75 -0.497
O 2.33 0.51 -0.87 -0.514



#ii
15
Properties=species:S:1:pos:R:3:mulliken_charge:R:1 method="wB97M-V/def2-TZVPD" homo_ha=-0.3001 smiles="C#CC=C(O)O.C=N" gap_ev=8.7
C 1.18 2.53 0.01 0.115
C 0.31 1.77 -0.36 -0.576
C -1.41 0.08 0.08 0.565
C 1.07 -1.64 -0.49 -0.310
C -0.67 0.84 -0.73 -0.721
N 1.53 -1.50 0.65 -0.441
O -2.44 -0.60 -0.39 -0.514
O -1.27 0.10 1.43 -0.539
H 1.76 3.21 0.53 0.480
H 0.02 -1.72 -0.69 0.257
H 1.73 -1.66 -1.27 0.327
H -1.07 0.93 -1.70 0.393
H 2.49 -1.31 0.84 0.230
H -0.37 0.16 1.68 0.340
H -2.86 -1.20 0.41 0.396



#iii
15
Properties=species:S:1:pos:R:3:mulliken_charge:R:1 method="wB97M-V/def2-TZVPD" homo_ha=-0.3707 gap_ev=10.2
C 2.17 -0.16 0.27 0.025
C 0.90 -0.77 -0.20 -0.137
C -0.03 0.34 -0.63 0.074
C -0.73 1.37 0.30 -0.608
C -2.14 -0.55 -0.11 -0.008
H 2.18 0.13 1.77 0.202
H 0.42 -1.54 0.59 0.312
H 1.16 -1.21 -1.32 0.231
H 0.52 0.78 -1.63 0.257
H -0.81 2.58 0.37 0.232
H -0.77 1.08 1.32 0.274
H -2.91 -0.57 0.49 0.543
N -1.57 0.55 -0.83 -0.415
O 3.24 -0.33 -0.41 -0.442
O -1.62 -1.70 0.03 -0.541



#iv
15
Properties=species:S:1:pos:R:3:mulliken_charge:R:1 method="wB97M-V/def2-TZVPD" homo_ha=-0.2845 smiles="[H]/N=C1/C[C@@]1(C)C(=O)O" gap_ev=8.3
C -1.20 0.05 1.02 -1.269
C 1.32 -0.55 0.47 0.158
C 0.00 -0.15 -0.11 1.559
C -0.07 1.13 -0.81 -0.054
C -0.30 -0.51 -1.50 -1.150
O 1.27 -1.83 0.88 -0.430
N -0.41 2.29 -0.97 -0.607
O 2.30 0.14 0.51 -0.549
H 2.15 -2.06 1.23 0.354
H 0.17 3.04 -0.59 0.276
H -2.14 0.20 0.49 0.374
H -1.20 -0.91 1.54 0.386
H -0.99 0.88 1.69 0.330
H 0.42 -1.14 -1.99 0.290
H -1.31 -0.57 -1.87 0.331



Relative calculated energies, zero for the most stable structure, unit kJ/mol: #i 12.4; #ii 42.2; #iii 302.4; #iv 0.0.



#i
12
Properties=species:S:1:pos:R:3:mulliken_charge:R:1 method="wB97M-V/def2-TZVPD" total_charge=+1 homo_ha="-0.4973 / -0.4990" gap_ev="7.2 / 7.4"
C -0.68 -0.63 -1.00 -0.162
C 0.07 1.17 0.28 0.138
C -0.02 -1.53 -0.35 -0.088
N -0.88 0.66 -0.58 -0.327
N 0.94 0.50 0.79 -0.469
N -1.52 1.94 -2.91 1.068
O -0.89 1.76 -3.84 -0.319
O -1.87 1.78 -1.81 -0.186
H -1.46 -1.07 -1.55 0.337
H 0.09 2.32 0.38 0.321
H 0.63 -2.26 0.10 0.399
H 1.69 0.85 1.45 0.287



#ii
12
Properties=species:S:1:pos:R:3:mulliken_charge:R:1 method="wB97M-V/def2-TZVPD" total_charge=+1 homo_ha=-0.4913 gap_ev=7.3
C -0.34 -1.21 -0.12 -0.096
C -1.03 -0.34 -1.09 0.086
C 1.06 0.36 1.11 -0.017
N 0.45 -0.90 0.86 -0.163
N -0.92 0.90 -1.35 0.268
N 0.59 1.36 0.56 0.197
O 0.48 2.40 -0.02 -0.376
O -0.75 2.05 -1.40 -0.297
H -0.71 -2.28 -0.27 0.339
H -1.69 -0.92 -1.66 0.352
H 1.89 0.18 1.84 0.347
H 0.96 -1.61 1.55 0.361



Relative calculated energies, zero for the most stable structure, unit kJ/mol: #i 191.8; #ii 0.0.